{
  "formula": "C15H40B3N2O9P",
  "method": "ωB97M-V with the def2-TZVPD basis set",
  "symbols": ["C", "C", "O", "C", "B", "O", "B", "O", "B", "P", "O", "O", "H", "H", "H", "H", "H", "H", "H", "H", "H", "H", "C", "O", "C", "C", "N", "C", "C", "O", "C", "H", "H", "H", "H", "H", "H", "H", "H", "H", "H", "H", "H", "H", "H", "H", "C", "O", "C", "C", "N", "C", "C", "O", "C", "H", "H", "H", "H", "H", "H", "H", "H", "H", "H", "H", "H", "H", "H", "H"],
  "positions_angstrom": [[3.903005, -0.758884, -0.170059], [2.598933, -1.194941, -0.816112], [2.901389, -1.692086, -2.121377], [1.560981, -0.059824, -0.839590], [0.219855, -0.305291, -0.090464], [-0.862531, 0.566569, -0.239042], [-2.018217, -0.078512, -0.642136], [-2.272936, -1.348982, -0.136276], [-1.119895, -2.083089, 0.048838], [-0.867862, -3.886239, -0.657611], [-1.282058, -5.004945, 0.225039], [-0.060390, -1.453010, 0.671921], [4.348713, 0.056500, -0.740163], [4.599649, -1.595330, -0.150620], [3.723571, -0.442714, 0.858827], [2.217873, -2.035270, -0.228850], [2.373343, -1.267891, -2.806044], [1.997379, 0.888263, -0.508055], [1.261093, 0.135870, -1.874572], [-2.700749, 0.389841, -1.494848], [-1.506524, -3.875527, -1.916115], [0.498569, -3.870284, -1.000317], [0.005151, 3.934100, -6.616630], [-0.616548, 3.553724, -5.407030], [-1.884587, 2.929770, -5.554498], [-1.821993, 1.466021, -5.182250], [-1.043188, 0.707513, -6.149631], [-0.742603, -0.662995, -5.759632], [0.082598, -0.885589, -4.500855], [1.435908, -0.469643, -4.580677], [1.673578, 0.915061, -4.371183], [0.857971, 4.558093, -6.356333], [0.364118, 3.074187, -7.193914], [-0.674296, 4.514391, -7.248049], [-2.257219, 3.052800, -6.575813], [-2.579452, 3.432320, -4.876714], [-2.839897, 1.064719, -5.155219], [-1.416100, 1.407224, -4.161524], [-0.176577, 1.196883, -6.331172], [-0.208713, -1.133024, -6.588601], [-1.687569, -1.203536, -5.642869], [0.126359, -1.963402, -4.319364], [-0.387058, -0.430716, -3.615479], [0.962786, 1.343252, -3.658099], [1.620366, 1.486641, -5.300465], [2.682097, 1.013707, -3.970163], [-1.177150, 0.327591, 3.243968], [-1.912788, -0.222217, 4.316268], [-1.539372, -1.549633, 4.666602], [-0.845586, -1.593486, 6.008896], [0.464292, -0.963197, 5.947759], [1.117369, -0.766616, 7.236038], [0.437277, 0.125848, 8.266901], [0.395221, 1.495609, 7.917634], [-0.678543, 1.883509, 7.084660], [-1.675240, 1.249435, 2.946336], [-0.145019, 0.568135, 3.529276], [-1.151837, -0.353700, 2.392971], [-0.902065, -1.985639, 3.890668], [-2.454956, -2.143599, 4.726249], [-0.720699, -2.640034, 6.303807], [-1.515500, -1.120686, 6.741046], [0.375818, -0.067925, 5.485230], [2.105883, -0.344615, 7.039943], [1.277274, -1.749987, 7.691394], [1.031719, 0.072589, 9.182215], [-0.569747, -0.228338, 8.521167], [-1.579499, 1.298750, 7.291976], [-0.437600, 1.789773, 6.021459], [-0.887580, 2.932708, 7.291328]],
  "atomic_forces_ev_per_a": [[-0.1, -0.1, 0.0], [0.2, 0.1, 0.0], [0.0, -0.1, 0.1], [0.1, -0.1, 0.1], [-0.1, 0.5, 1.0], [0.1, -0.3, -1.0], [0.0, 0.3, 0.5], [0.2, -0.3, -1.0], [-0.4, 0.1, 1.0], [-0.2, -0.3, 0.3], [-0.1, -0.1, 0.1], [0.5, -0.4, -1.3], [0.0, 0.1, 0.0], [0.0, 0.0, 0.0], [0.0, 0.1, 0.0], [-0.1, 0.0, -0.1], [-0.1, 0.1, -0.1], [0.0, 0.0, 0.0], [0.0, 0.1, 0.0], [-0.2, 0.1, 0.3], [0.1, 0.1, -0.1], [0.1, 0.1, -0.2], [0.0, 0.1, 0.0], [0.1, -0.1, 0.0], [-0.1, 0.1, 0.0], [0.1, -0.1, 0.0], [0.1, 0.1, 0.1], [0.0, 0.1, -0.2], [0.0, -0.2, 0.3], [0.1, 0.1, 0.2], [0.0, 0.0, -0.1], [0.0, 0.0, 0.0], [0.0, 0.0, 0.0], [0.0, 0.0, 0.0], [0.0, 0.0, 0.0], [0.0, 0.0, 0.0], [0.0, 0.0, 0.0], [-0.1, 0.0, 0.0], [0.0, 0.0, 0.0], [0.0, 0.0, 0.0], [0.0, 0.0, 0.0], [0.0, 0.0, 0.0], [0.0, 0.1, -0.1], [0.0, 0.0, 0.0], [0.0, 0.0, 0.0], [0.0, 0.0, 0.0], [-0.1, 0.1, 0.1], [0.1, 0.0, 0.0], [-0.1, -0.1, 0.0], [0.1, 0.1, 0.0], [-0.1, 0.1, 0.0], [0.1, -0.1, -0.1], [0.0, 0.0, 0.1], [0.0, 0.0, -0.1], [0.0, 0.1, 0.1], [0.0, 0.0, 0.0], [0.0, 0.0, -0.1], [0.0, 0.0, 0.0], [0.0, 0.0, 0.0], [0.0, 0.0, 0.0], [0.0, 0.0, 0.0], [0.0, -0.1, 0.0], [0.0, 0.0, 0.0], [0.0, 0.0, 0.0], [0.0, 0.0, 0.0], [0.0, 0.0, 0.0], [0.0, 0.0, -0.1], [0.0, 0.0, 0.0], [0.0, 0.0, 0.0], [0.0, 0.0, 0.0]],
  "energy_ev": -48932.7428,
  "homo_energy_ev": -8.648,
  "homo_lumo_gap_ev": 8.4,
  "e_lumo_ev": -0.28
}


{
  "formula": "C6H18O6",
  "method": "ωB97M-V with the def2-TZVPD basis set",
  "symbols": ["C", "C", "O", "O", "H", "H", "H", "H", "H", "H", "C", "C", "O", "O", "H", "H", "H", "H", "H", "H", "C", "C", "O", "O", "H", "H", "H", "H", "H", "H"],
  "positions_angstrom": [[2.176432, 1.086209, -3.472704], [3.365972, 1.876989, -3.926634], [3.706112, 1.737199, -5.288254], [1.065322, 1.850899, -3.891634], [2.113022, 1.051189, -2.385114], [2.083902, 0.060889, -3.830844], [4.276482, 1.481929, -3.476084], [3.214622, 2.913869, -3.626514], [4.157582, 0.911869, -5.479554], [1.239562, 2.252069, -4.746204], [-0.257568, 0.334519, 1.007726], [0.327352, 0.010019, -0.396984], [-0.234038, -1.137041, -1.039364], [0.361382, 1.525289, 1.667846], [-0.163908, -0.459541, 1.748546], [-1.262838, 0.479889, 0.612236], [1.382242, -0.158361, -0.180254], [0.382502, 0.902509, -1.020294], [-0.091808, -1.914901, -0.495034], [0.002612, 1.610139, 2.554236], [-2.411998, -0.782631, 3.672926], [-2.830548, -2.086221, 2.849556], [-2.588398, -3.281071, 3.704086], [-3.113688, -0.541161, 4.817126], [-2.566938, 0.159809, 3.147666], [-1.349268, -0.786581, 3.915196], [-2.149388, -2.163721, 2.002136], [-3.863618, -2.132651, 2.504996], [-3.524368, -3.462711, 3.816196], [-3.446738, -1.338691, 5.235006]],
  "atomic_forces_ev_per_a": [[-2.1, 0.1, 0.8], [2.5, -0.2, -1.6], [-1.2, 1.4, 0.3], [0.3, -0.5, 1.0], [0.0, -0.1, 0.0], [0.4, -0.2, -0.5], [-0.1, -0.2, 1.2], [0.2, 0.0, -0.5], [0.1, -0.4, 0.1], [-0.1, 0.0, -0.9], [0.1, 1.4, 0.0], [2.1, -0.5, 1.3], [0.0, 1.6, 0.1], [-0.7, -1.5, -2.2], [-0.3, -0.4, -0.5], [-0.8, 0.4, 1.3], [0.6, -0.4, -0.2], [-1.0, -0.2, -0.3], [0.1, -0.1, 0.2], [-0.2, -0.2, 0.1], [-0.1, -0.6, -1.5], [1.9, 0.5, 1.5], [-1.2, 1.8, -1.1], [-1.4, 0.0, 1.7], [0.0, -0.2, -1.0], [0.4, -0.7, -0.2], [-0.1, 0.0, -0.2], [0.0, 0.5, 0.0], [0.2, -1.1, 0.8], [0.3, -0.2, 0.0]],
  "charge": 1,
  "energy_ev": -18785.3796,
  "homo_energy_ev": [-12.147, -12.142],
  "homo_lumo_gap_ev": [9.0, 1.9],
  "spin_multiplicity": 2,
  "e_above_lowest_kj_mol": 503.8,
  "e_lumo_ev": [-3.16, -10.21]
}


{
  "formula": "C12H18F6O9V",
  "method": "ωB97M-V with the def2-TZVPD basis set",
  "symbols": ["O", "V", "O", "C", "O", "O", "C", "F", "F", "F", "C", "C", "H", "H", "H", "H", "H", "H", "C", "O", "O", "C", "F", "F", "F", "C", "C", "H", "H", "H", "H", "H", "H", "C", "C", "C", "O", "C", "O", "O", "H", "H", "H", "H", "H", "H"],
  "positions_angstrom": [[-0.705053, 0.901358, 3.060603], [-0.431432, 0.415761, 1.599226], [1.024464, 0.882798, 1.182193], [-2.659675, 1.299493, 0.016514], [-1.659172, 2.091314, 0.676549], [-2.290050, 0.086866, 0.353309], [-4.113045, 1.670932, 0.378173], [-4.325187, 3.003412, 0.144550], [-5.034037, 0.982076, -0.276277], [-4.359021, 1.529529, 1.702411], [-1.620430, 3.520457, 0.643738], [-0.350834, 3.976594, 1.323756], [-0.198143, 5.037646, 1.124521], [-0.330083, 3.705918, 2.377816], [0.487869, 3.429889, 0.882928], [-2.510231, 3.960106, 1.096199], [-1.657892, 3.806053, -0.416455], [-2.633446, 1.502356, -1.078520], [0.307427, -2.694465, 1.428033], [0.028536, -3.843972, 2.204019], [-0.518377, -1.734941, 1.909648], [1.850959, -2.498548, 1.461529], [2.319894, -2.664285, 2.719278], [2.477990, -3.449298, 0.706852], [2.302899, -1.342044, 1.012333], [0.271156, -5.127516, 1.676184], [0.184053, -6.142220, 2.771930], [0.684361, -5.904380, 3.711743], [-0.860894, -6.292333, 3.070507], [0.487021, -7.160550, 2.510316], [1.185555, -5.178962, 1.079547], [-0.512137, -5.322041, 0.922437], [0.017394, -2.825082, 0.365778], [1.708760, 3.079000, -3.924205], [1.476354, 1.598695, -3.724503], [2.785332, 0.853736, -3.261166], [2.384382, 0.218260, -2.049441], [1.052977, 0.352123, -1.883003], [0.391617, -0.310141, -1.169142], [0.568433, 1.370531, -2.658879], [0.767005, 3.487935, -4.317647], [2.474044, 3.345551, -4.648352], [1.792646, 3.609043, -2.974648], [1.197988, 1.120538, -4.665423], [3.573435, 1.572528, -3.060636], [2.966589, 0.080281, -4.004324]],
  "atomic_forces_ev_per_a": [[0.0, 0.4, 0.6], [-2.1, -3.0, -0.9], [-0.1, 0.5, 0.1], [0.5, -0.8, -0.8], [-0.1, 1.1, 0.6], [0.4, -0.7, 0.6], [0.6, 0.8, 2.1], [-0.3, -0.2, -0.6], [0.0, -0.1, -0.4], [0.0, -0.2, -0.3], [-0.1, -0.1, -0.4], [0.3, -0.5, -0.6], [0.0, 0.1, 0.4], [-0.2, 0.3, 0.1], [0.0, 0.1, 0.0], [0.1, -0.2, 0.2], [0.2, 0.2, 0.1], [0.3, 0.2, -0.1], [-1.5, 0.4, -0.8], [0.4, -0.4, 0.5], [1.5, 2.6, 0.0], [-0.1, -0.2, 0.7], [0.1, 0.2, -0.1], [-0.1, -0.1, -0.1], [0.0, 0.2, -0.1], [-0.3, 0.4, -1.3], [-0.8, -1.0, 1.0], [0.3, 0.4, -0.3], [0.0, 0.3, -0.1], [0.3, 0.2, -0.4], [0.3, 0.0, 0.5], [-0.1, -0.2, 0.1], [0.5, -0.6, -0.1], [-1.8, 0.5, -0.1], [2.0, 0.2, 0.3], [-1.7, 0.3, 0.1], [0.3, -0.1, -0.3], [-0.2, 0.0, 0.2], [-0.2, -0.2, 0.0], [0.0, -0.3, -0.6], [0.2, 0.0, -0.2], [0.3, -0.2, 0.2], [0.6, -0.2, 0.1], [-0.7, 0.1, 0.2], [0.4, -0.3, -0.1], [0.8, 0.1, 0.1]],
  "charge": -1,
  "energy_ev": -73158.6959,
  "homo_energy_ev": -5.489,
  "homo_lumo_gap_ev": 7.9,
  "e_above_lowest_kj_mol": 50.6,
  "e_lumo_ev": 2.42
}